Entry 1:
{"formula": "C41H58CoFI2N6O3PSbSe4", "method": "the ωB97M-V functional and the def2-TZVPD basis", "homo_ev": [-1.90, -1.89], "charge": -2, "spin_multiplicity": 5, "homo_lumo_gap_ev": [4.56, 4.55], "elements": ["Co", "C", "C", "C", "C", "C", "C", "C", "F", "C", "C", "C", "O", "C", "C", "N", "C", "C", "O", "O", "H", "H", "H", "H", "H", "H", "H", "H", "H", "H", "H", "I", "I", "Se", "Sb", "Se", "Se", "Se", "C", "C", "C", "C", "C", "C", "C", "C", "C", "C", "C", "C", "N", "H", "H", "H", "H", "H", "H", "H", "H", "H", "H", "H", "H", "H", "H", "H", "H", "H", "N", "P", "N", "C", "C", "C", "C", "C", "N", "C", "C", "C", "C", "C", "N", "C", "C", "C", "C", "C", "H", "H", "H", "H", "H", "H", "H", "H", "H", "H", "H", "H", "H", "H", "H", "H", "H", "H", "H", "H", "H", "H", "H", "H", "H", "H", "H", "H", "H", "H"], "positions_angstrom": [[0.36886, 0.26520, 0.69742], [-1.09364, 7.58080, 1.25640], [-1.27834, 6.74953, 2.57713], [-0.61722, 7.43121, 3.77818], [-1.02578, 6.72864, 5.08076], [-0.79811, 5.25076, 4.94494], [-0.80136, 4.42058, 6.07893], [-0.14633, 3.22241, 5.94355], [-0.09828, 2.50810, 7.11756], [0.42948, 2.71847, 4.80514], [0.17832, 3.41608, 3.59345], [0.23568, 2.73359, 2.26305], [0.19732, 1.41359, 2.28292], [-0.00972, 3.55513, 1.14520], [-0.68252, 4.71940, 1.31918], [-0.71587, 5.35875, 2.51711], [-0.42455, 4.67115, 3.69897], [0.04553, 3.03757, -0.26700], [-0.31761, 3.78058, -1.22895], [0.57611, 1.90067, -0.45275], [-1.46493, 8.57927, 1.44111], [-1.79563, 7.13208, 0.43551], [-0.01861, 7.54417, 0.90571], [-2.37739, 6.71396, 2.82045], [-0.99218, 8.46655, 3.76335], [0.50225, 7.45098, 3.63011], [-2.11626, 6.88757, 5.24652], [-0.66076, 7.13863, 6.02915], [-1.34258, 4.60113, 7.01572], [0.90812, 1.75038, 4.84251], [-1.15934, 5.17606, 0.45406], [5.63058, -3.01339, 4.25569], [8.24997, -5.26191, 4.33049], [0.89307, -1.21307, 6.57580], [3.21814, -2.00120, 6.72340], [4.36979, -0.60749, 8.46556], [3.16184, -4.26908, 7.70928], [3.78164, -1.25901, 4.21230], [-0.50582, -2.82087, 2.31099], [0.59284, -3.90307, 2.00968], [-0.09883, -5.29177, 1.85583], [1.63329, -3.59234, 0.86987], [2.57699, -4.59789, 0.71731], [3.56779, -4.43052, -0.26210], [3.72871, -3.21738, -0.88749], [2.92553, -2.12738, -0.62141], [3.49343, -0.79062, -0.92056], [4.35638, -0.80088, -2.16632], [4.35799, -0.31785, 0.29213], [1.72511, -2.42965, 0.10541], [0.53452, -1.67835, -0.02898], [-1.12063, -3.18824, 3.15289], [-1.14108, -2.68238, 1.39180], [-0.05429, -1.86456, 2.68850], [1.24352, -3.91748, 2.88262], [-0.18556, -5.59053, 0.78741], [-1.14019, -5.33250, 2.27684], [0.56421, -6.04228, 2.33587], [2.46513, -5.56183, 1.25861], [4.33434, -5.23042, -0.50810], [4.57550, -3.08984, -1.56682], [2.75808, -0.04398, -1.17549], [5.25017, -1.45456, -2.13864], [4.76199, 0.23399, -2.33582], [3.80714, -1.01798, -3.09714], [5.42049, -0.56060, 0.10481], [4.04135, -0.62969, 1.26497], [4.27168, 0.79988, 0.37901], [0.44742, -0.94717, -1.16723], [-0.89023, -1.14257, -2.11694], [-0.88489, -2.54739, -3.04582], [-0.32785, -3.90015, -2.62459], [-0.87744, -5.05165, -3.50108], [-0.56239, -4.82261, -4.97844], [-0.20732, -3.40009, -5.30091], [-1.11775, -2.44177, -4.53801], [-2.29638, -1.15033, -1.28105], [-3.61994, -1.70154, -1.78434], [-4.79132, -0.83569, -1.38082], [-4.86588, -0.45644, 0.13348], [-3.50640, -0.52484, 0.81391], [-2.38239, -0.16620, -0.14816], [-0.71606, 0.20409, -3.11541], [0.56499, 0.52938, -3.70470], [0.48829, 1.89569, -4.38114], [-0.62749, 2.02826, -5.41299], [-1.92628, 1.39924, -4.85957], [-1.80213, 1.13343, -3.33543], [-0.48264, -4.07622, -1.52358], [0.76535, -3.94245, -2.78297], [-1.98110, -5.02506, -3.39358], [-0.53302, -6.03042, -3.20295], [-1.35958, -5.15198, -5.63439], [0.33152, -5.38693, -5.22734], [-0.26199, -3.20227, -6.35731], [0.83457, -3.14523, -5.07419], [-2.20385, -2.68417, -4.69522], [-0.95272, -1.46119, -4.94550], [-3.71165, -2.67677, -1.31817], [-3.48926, -1.82914, -2.89198], [-5.76239, -1.33054, -1.54061], [-5.00700, 0.04845, -2.01464], [-5.54268, -1.17979, 0.64342], [-5.29689, 0.55006, 0.26223], [-3.31938, -1.48889, 1.32108], [-3.45125, 0.17916, 1.62083], [-1.37433, -0.12283, 0.34361], [-2.51969, 0.86698, -0.57846], [0.79879, -0.26975, -4.41052], [1.38800, 0.53910, -2.97772], [1.43798, 2.02720, -4.91832], [0.42610, 2.64448, -3.58959], [-0.33343, 1.50741, -6.32714], [-0.80135, 3.08335, -5.71640], [-2.15674, 0.50419, -5.40427], [-2.77232, 2.02028, -5.08555], [-2.74393, 0.71031, -2.98027], [-1.57314, 2.11481, -2.85478]], "atomic_forces_ev_per_a": [[0.83, -1.45, -1.17], [-0.55, -2.32, -0.74], [-0.27, -0.01, 0.24], [0.53, 0.64, 0.03], [-1.81, 0.11, -0.38], [0.52, -0.66, 0.94], [-0.22, 0.79, -1.50], [0.34, -1.41, 1.60], [0.17, 0.22, -1.05], [-0.61, 0.10, -0.49], [-0.24, -1.01, 0.43], [-0.73, -3.14, 1.91], [0.81, 3.84, 0.12], [-0.86, -0.90, -1.11], [0.96, 0.95, 0.97], [-1.24, 0.89, -1.14], [0.31, 0.86, 0.08], [0.40, 0.34, -2.29], [0.03, -0.54, 1.74], [-0.19, 0.34, 0.14], [0.23, 0.31, 0.06], [1.48, 0.87, 1.32], [-1.28, 0.22, 0.34], [0.80, -0.20, -0.35], [0.33, -0.19, 0.20], [-1.07, -0.05, 0.22], [0.27, 0.02, -0.45], [0.77, -0.14, -0.48], [0.64, 0.45, -0.35], [0.00, -0.19, -0.11], [0.42, 0.02, 0.20], [0.68, -0.27, -0.42], [-0.04, 0.05, -0.04], [0.36, 0.32, 0.14], [-1.74, -0.32, -0.37], [0.09, 0.08, -0.22], [0.52, 0.77, -0.59], [0.01, -0.57, 1.34], [0.24, -0.17, -0.18], [-0.75, 1.14, -0.60], [0.27, -0.28, -0.32], [-0.74, -0.99, 1.26], [0.68, -0.54, -0.91], [0.80, -1.91, 0.30], [0.75, 0.14, -0.23], [-0.94, -1.46, 0.51], [0.40, 0.48, -0.14], [1.23, 1.15, -1.15], [0.09, 1.78, -1.00], [-0.17, 0.99, -0.60], [0.35, -0.14, 2.47], [0.19, 0.03, -0.33], [0.58, 0.12, 1.09], [-0.39, -0.68, -0.67], [-0.13, -0.17, 0.26], [0.07, 0.26, 0.51], [1.11, 0.11, -0.08], [-0.76, 0.17, -0.19], [0.28, 0.91, -0.33], [-1.20, 0.87, 0.52], [-0.26, -0.21, 0.42], [-0.70, 0.15, 0.48], [-0.51, 0.33, 0.14], [-0.26, -0.72, 0.27], [-0.08, -0.21, 0.41], [-0.49, -0.06, 0.38], [-0.23, -0.83, 0.43], [0.33, -0.73, -0.34], [-1.50, 0.85, -2.28], [3.29, 0.61, 0.60], [0.06, -0.31, -1.23], [0.59, 0.16, 0.49], [-1.71, 1.41, 0.10], [1.16, -0.44, -0.12], [-0.18, 0.93, 0.60], [-0.70, -0.82, 0.80], [-1.22, 0.76, 0.54], [1.66, 0.32, -0.29], [-1.97, 0.83, 0.12], [-0.13, -0.56, -0.02], [0.75, -0.29, 0.13], [0.43, 0.33, -1.00], [-1.25, -1.43, 1.10], [0.38, 0.08, -0.21], [0.82, 0.01, -0.43], [-0.44, 0.10, 0.07], [0.27, 0.36, 0.35], [0.02, 0.81, -1.13], [-0.05, 0.34, -1.10], [-0.21, 0.48, 0.32], [0.38, -0.26, 0.11], [0.19, -0.09, 0.44], [-0.27, -0.20, 0.00], [0.02, -0.53, -0.18], [-0.37, 0.03, -0.60], [-0.11, -0.18, 0.38], [0.77, 0.05, -0.31], [0.01, 0.68, 0.42], [-0.22, -0.32, -0.12], [-0.50, 0.04, 0.99], [0.52, -0.63, -0.27], [1.07, -0.10, 0.24], [0.33, 0.57, -0.30], [0.10, -0.37, -0.19], [0.00, 0.17, -0.61], [-0.06, 0.55, 0.51], [-1.50, -0.52, -0.21], [-0.10, -0.74, 0.47], [0.28, -0.01, -0.44], [-0.46, 0.00, 0.09], [-0.03, 0.18, 0.35], [-0.04, 0.10, -0.10], [0.03, -0.05, -0.03], [0.23, -0.51, 0.37], [0.06, -0.91, -0.05], [-0.52, 0.66, 0.17], [0.15, 0.14, 0.23], [-0.42, -0.66, 0.08]]}


Entry 2:
{"formula": "CH8NO", "method": "the ωB97M-V functional and the def2-TZVPD basis", "homo_ev": -16.78, "charge": 1, "homo_lumo_gap_ev": 13.12, "elements": ["O", "H", "H", "H", "C", "N", "H", "H", "H", "H", "H"], "positions_angstrom": [[0.45786, -1.00043, -1.85300], [-0.42939, -0.95039, -2.22959], [0.71295, -0.34623, -0.18705], [1.04831, -0.63531, -2.52767], [-0.85113, 0.50691, 0.93983], [0.57759, 0.11768, 0.73091], [-0.99230, 0.82513, 1.96535], [-1.10261, 1.28257, 0.23020], [-1.51221, -0.33526, 0.77407], [0.97458, -0.44855, 1.47870], [1.11633, 0.98388, 0.67824]], "atomic_forces_ev_per_a": [[0.11, 0.38, 0.15], [0.07, -0.11, -0.09], [-0.25, -0.32, -0.22], [-0.12, -0.19, 0.02], [-0.32, -0.43, 0.19], [0.15, 0.68, -0.16], [0.10, 0.27, 0.02], [0.04, 0.21, 0.01], [0.16, -0.26, -0.10], [-0.14, -0.12, 0.02], [0.21, -0.12, 0.18]]}


Entry 3:
{"formula": "C2H3N3O", "method": "the ωB97M-V functional and the def2-TZVPD basis", "homo_ev": -9.64, "homo_lumo_gap_ev": 9.46, "elements": ["O", "C", "N", "C", "N", "N", "H", "H", "H"], "positions_angstrom": [[-1.84269, 0.04363, -0.11407], [-0.41163, -0.14208, -0.17401], [0.44321, -0.89289, -0.80055], [1.57280, -0.26277, -0.33091], [1.37599, 0.77048, 0.48403], [0.02377, 0.82934, 0.58334], [-2.28306, -0.67531, 0.37725], [2.56547, -0.58800, -0.61846], [-1.44385, 0.91759, 0.59337]], "atomic_forces_ev_per_a": [[-0.15, -0.12, 0.13], [0.13, 0.19, 0.13], [-0.21, 0.13, 0.10], [0.30, 0.06, 0.02], [0.14, -0.21, -0.17], [-0.19, -0.09, -0.06], [0.10, 0.13, -0.11], [-0.18, 0.06, 0.08], [0.05, -0.16, -0.13]]}


Entry 4:
{"formula": "C17H19N7O2", "method": "the ωB97M-V functional and the def2-TZVPD basis", "homo_ev": -8.56, "homo_lumo_gap_ev": 8.60, "elements": ["C", "H", "H", "H", "C", "N", "C", "N", "C", "N", "C", "N", "O", "C", "N", "N", "C", "O", "C", "C", "H", "H", "H", "N", "C", "C", "C", "C", "C", "C", "H", "H", "H", "H", "H", "H", "C", "C", "H", "H", "H", "H", "H", "H", "H"], "positions_angstrom": [[1.35173, 2.90899, -1.00477], [1.77248, 2.00575, -1.62304], [0.71135, 3.51241, -1.71614], [2.21261, 3.53343, -0.99055], [0.75616, 2.34787, 0.12135], [-0.46905, 1.56326, 0.19992], [-0.34212, 0.19892, 0.26138], [0.97042, -0.14422, -0.03500], [1.02978, -1.45963, -0.06000], [0.07268, -2.37304, -0.01286], [-1.19702, -1.53310, 0.03037], [-1.46469, -0.33643, -0.05301], [-2.18208, -2.73847, -0.09695], [-3.40827, -1.88146, -0.05599], [-4.31326, -2.31131, 0.67643], [-5.59314, -1.81884, 0.83286], [-5.95485, -1.05276, -0.18765], [-7.16752, -0.53055, -0.10836], [-4.88133, -0.45044, -1.30168], [-3.77467, -1.03957, -1.05602], [-3.03751, -0.87627, -2.00523], [-5.40497, 0.20951, -1.87112], [-6.17342, -1.97578, 1.48683], [2.21299, -2.06551, 0.18859], [3.57321, -1.45259, -0.22978], [3.95761, -0.24183, -0.05015], [5.20325, -0.03324, -0.04852], [6.26342, -0.60667, -0.03414], [5.85275, -2.15750, 0.15847], [4.65320, -2.58733, 0.12473], [4.40381, -3.49393, 0.04077], [6.69863, -2.87370, -0.04625], [7.28418, -0.39575, 0.01323], [5.39121, 1.08059, -0.11003], [3.03435, 0.37955, -0.07277], [2.21897, -2.92036, 0.04015], [-1.71644, 2.22807, -0.05321], [-2.37778, 2.27928, 1.77326], [-2.48372, 1.29151, 1.90891], [-1.88318, 2.97176, 2.28840], [-3.28672, 2.62500, 1.61267], [-1.80719, 3.30262, -0.05538], [-2.46119, 1.56827, -0.51098], [0.36785, 3.27766, 0.84560], [1.38750, 2.06580, 0.78566]], "atomic_forces_ev_per_a": [[0.87, -1.07, -7.24], [-0.80, 1.48, 0.49], [0.09, -0.96, 0.80], [0.76, 0.47, 1.41], [-6.69, 5.34, 4.02], [1.49, 0.37, -1.28], [5.34, 8.44, -4.11], [-2.84, -0.37, 1.58], [1.43, -2.39, 1.84], [-4.94, 4.65, 0.15], [2.45, -13.92, -1.82], [-3.21, -1.42, 1.50], [-1.28, 7.60, 0.49], [-0.25, -4.96, 0.55], [-1.30, -2.42, 5.37], [8.81, 1.75, -9.14], [-5.93, 6.51, -0.98], [4.59, -2.25, -0.99], [-5.20, -3.74, 6.25], [5.72, 2.77, -8.16], [-0.86, -0.32, 2.63], [-0.51, 1.61, -2.19], [-4.72, -2.29, 6.28], [3.95, 11.71, -1.13], [-1.47, -9.36, 4.70], [-10.14, 0.22, -1.06], [1.43, 13.95, -0.63], [5.06, -12.20, 1.50], [7.46, 2.28, -1.78], [-3.86, 8.70, -1.88], [-1.95, -7.04, -0.34], [-0.76, 0.52, 1.11], [1.04, 0.87, -0.15], [-0.17, -0.30, 0.11], [1.63, 0.86, 0.30], [-0.12, -10.07, -1.62], [-1.63, -1.16, 5.53], [1.41, -0.72, -5.97], [0.48, -3.39, 1.49], [2.73, 1.93, 2.33], [-4.54, 1.77, -0.60], [0.91, -0.01, -1.25], [0.34, 0.80, -0.26], [0.84, -1.31, -1.69], [4.33, -2.93, 3.84]]}


What max |F| values result from the calculations? In sequence: 3.9, 0.7, 0.3, 14.2 eV/A.